1.
16
Properties=species:S:1:pos:R:3:forces:R:3 method="wB97M-V/def2-TZVPD" gap_ev=10.7 homo_energy_ev=-14.430 multiplicity=1 total_charge=+1 relative_energy_kcal_mol=48.0
C -1.679782 1.573444 -2.142589 -0.30 0.52 3.34
C -0.272825 -1.416904 -0.182452 -3.37 -0.09 -2.27
C 1.683181 -0.446273 -0.090269 2.75 -0.47 -0.76
C 0.789478 -1.500641 0.738707 2.82 -0.07 1.79
C 0.382712 -0.180704 0.368704 -3.32 0.72 0.61
N -0.232066 0.856118 1.243660 -0.35 1.12 2.11
O -1.608214 1.515170 -0.979991 0.28 -0.44 0.29
O -1.837721 1.757959 -3.233286 -0.17 0.08 -3.88
H -0.058665 -1.761624 -1.218089 -0.21 0.69 0.52
H -1.354807 -1.490813 0.027300 0.70 -0.45 0.51
H 2.606563 -0.073798 0.400655 -0.81 -0.22 -0.19
H 1.750674 -0.529687 -1.226524 0.26 -0.30 1.66
H 0.956658 -1.913862 1.752064 0.09 0.20 -1.08
H -0.852229 1.565038 0.833782 0.31 -0.35 -1.15
H 0.572827 1.405863 1.587173 -0.38 -0.19 0.20
H -0.845783 0.640712 2.121155 1.70 -0.74 -1.71

2.
17
Properties=species:S:1:pos:R:3:forces:R:3 method="wB97M-V/def2-TZVPD" gap_ev=7.7 homo_energy_ev=-4.015 multiplicity=1 total_charge=-1 relative_energy_kcal_mol=7.0 smiles="N[C@H](C[C@H]1CO1)C(=O)[O-]"
N -1.753025 -0.354697 -0.193330 0.01 0.14 -0.09
C -0.809920 -0.299875 0.941272 -0.07 0.17 0.34
C 0.340460 0.669920 0.685049 0.37 -0.72 -0.56
C 1.114732 0.388765 -0.589922 -1.28 -0.30 -0.08
C 0.750767 1.172864 -1.790537 2.62 1.51 0.66
O 2.022455 1.368813 -0.966678 -0.15 0.09 -0.18
C -0.343186 -1.721862 1.376984 0.21 0.21 -0.26
O 0.731769 -2.143801 0.893060 0.16 -0.04 -0.09
O -1.127458 -2.297166 2.151237 -0.32 -0.29 0.20
H -1.246916 -0.285872 -1.067066 0.07 -0.15 -0.01
H -2.190726 -1.268363 -0.182145 -0.11 0.01 0.02
H -1.371346 0.080611 1.797389 -0.03 0.06 0.02
H 0.004255 1.706502 0.624730 -0.01 0.09 0.25
H 1.067544 0.518522 1.483607 -0.09 0.31 0.22
H 1.381267 -0.645777 -0.746063 0.28 -0.16 0.16
H 1.188649 0.994712 -2.761342 -0.88 -0.63 -0.39
H 0.240679 2.116708 -1.656244 -0.79 -0.29 -0.23

3.
16
Properties=species:S:1:pos:R:3:forces:R:3 method="wB97M-V/def2-TZVPD" gap_ev=9.0 homo_energy_ev=-8.984 multiplicity=1 relative_energy_kcal_mol=13.1 smiles="C[P@]1(=O)C=CN=CC1"
C -0.708471 0.297741 -1.876184 -0.04 0.40 -3.27
C -1.363002 0.530721 -0.752922 -0.41 -0.26 2.12
C 1.506187 -0.273445 -1.119740 -2.97 1.41 -0.95
C 1.541032 0.571847 0.011059 -2.23 1.13 3.32
C -0.682456 -1.105149 1.709355 -0.54 -0.46 -1.65
N 0.546464 -0.311992 -1.951487 -0.41 -0.49 -1.00
O -0.718058 1.593285 1.777207 0.24 -1.19 -1.07
P -0.450247 0.447743 0.833252 1.95 1.72 -0.76
H -1.159844 0.466724 -2.974293 0.79 -0.42 2.75
H -2.445587 0.658596 -0.599007 0.58 0.26 -0.61
H 2.207445 -0.974997 -1.283890 2.78 -2.31 -0.47
H 2.325065 0.344902 0.756321 -0.51 0.22 -0.36
H 1.463832 1.650581 -0.183311 0.20 -0.27 -0.07
H 0.114956 -0.988315 2.407362 0.38 -0.36 1.06
H -1.683901 -0.835961 2.183707 1.14 -1.32 -0.45
H -0.493416 -2.072281 1.062570 -0.96 1.94 1.41

4.
16
Properties=species:S:1:pos:R:3:forces:R:3 method="wB97M-V/def2-TZVPD" gap_ev="7.6 / 7.6" homo_energy_ev="-13.100 / -13.101" multiplicity=1 total_charge=+1 relative_energy_kcal_mol=82.1
C 1.123842 -0.814970 -1.016739 -0.86 1.75 0.87
C 1.463849 -1.016940 0.359994 -1.49 2.18 -0.53
C 0.152080 0.081848 -1.300647 0.02 -1.82 -2.57
C 0.945251 -0.265071 1.315062 -0.93 -0.63 0.07
C -0.702578 0.633462 -0.348205 -1.25 -2.99 3.43
N -0.000330 0.819691 0.964763 -2.01 0.26 2.79
O -1.611235 1.538556 -0.600565 -0.96 0.16 0.29
S -1.934211 -1.124397 0.601098 0.13 0.87 -0.90
H 1.632851 -1.398702 -1.711396 0.55 -0.64 -1.43
H 2.136302 -1.736720 0.593617 1.85 -2.18 0.90
H -0.355995 0.116026 -2.264949 0.75 0.06 -0.28
H 1.050144 -0.474577 2.352232 0.21 0.31 0.66
H -0.786921 1.037407 1.739633 1.89 -1.23 -1.92
H 0.560831 1.644012 1.042374 0.65 1.37 -0.65
H -1.147225 2.316470 -0.847221 0.28 1.89 -0.89
H -3.160652 -1.242750 -0.049445 1.18 0.64 0.14

5.
19
Properties=species:S:1:pos:R:3:forces:R:3 method="wB97M-V/def2-TZVPD" gap_ev="4.8 / 8.1" homo_energy_ev="-1.395 / -4.692" multiplicity=4 total_charge=-1
O -0.780474 1.511228 -0.566873 0.25 -0.20 0.18
C -1.334010 0.512716 -1.410396 -2.10 2.42 -0.97
C -1.099217 1.244143 0.802245 0.31 0.18 0.04
O -1.661018 0.825958 -2.538759 1.52 -1.32 1.16
O -2.104198 -0.299201 -0.650518 0.18 -0.53 0.20
C -1.975970 0.004441 0.735576 0.22 -0.68 -0.03
H -1.633181 2.112246 1.208681 0.15 -0.14 -0.14
H -0.174996 1.063597 1.367717 -0.14 0.11 -0.19
H -1.474687 -0.855545 1.197052 -0.37 0.24 0.20
H -2.975220 0.173216 1.153714 0.18 -0.17 -0.11
O 2.247865 0.653682 0.542012 -0.06 -0.20 0.21
O 0.634628 -0.461869 -1.393261 0.23 0.24 0.11
C 2.385317 -0.707229 0.286827 0.07 -0.39 -0.04
C 1.101729 -1.267257 -0.341445 -0.23 -0.19 0.04
H 2.593298 -1.284696 1.213049 -0.06 0.14 -0.08
H 3.237386 -0.937553 -0.393880 -0.18 0.19 0.07
H 0.350323 -1.321773 0.473059 0.07 -0.08 -0.08
H 1.272150 -2.308487 -0.680588 -0.04 0.16 0.03
Ni 1.390267 1.342374 -1.004214 0.01 0.22 -0.60

6.
14
Properties=species:S:1:pos:R:3:forces:R:3 method="wB97M-V/def2-TZVPD" gap_ev=9.6 homo_energy_ev=-8.729 multiplicity=1 relative_energy_kcal_mol=44.7 smiles="OC1CC=CC1"
O -1.068722 1.821436 -0.197922 -0.22 -0.09 -0.44
C -0.684719 0.639438 0.477634 0.31 -0.27 0.14
C -1.057490 -0.675698 -0.244465 0.07 -0.14 0.19
C 0.281946 -1.349506 -0.386953 0.04 -0.94 -0.62
C 1.303368 -0.507823 -0.380295 -0.43 -0.68 1.00
C 0.861645 0.580401 0.533930 0.51 1.11 -0.32
H -0.537214 1.832801 -1.006102 -0.27 0.23 0.04
H -1.187921 0.684971 1.450354 0.39 0.08 -0.12
H -1.450550 -0.438332 -1.249282 0.04 -0.17 0.35
H -1.808456 -1.285661 0.261728 0.02 0.16 0.09
H 0.476045 -2.392053 -0.272280 -0.45 -1.00 -1.22
H 1.264055 1.488075 0.136629 0.25 1.29 0.71
H 2.336768 -0.716858 -0.645455 -0.16 -0.13 0.43
H 1.271241 0.318811 1.522479 -0.10 0.54 -0.24

7.
14
Properties=species:S:1:pos:R:3:forces:R:3 method="wB97M-V/def2-TZVPD" gap_ev=10.2 homo_energy_ev=-9.231 multiplicity=1 relative_energy_kcal_mol=42.1 smiles="C=C=O.C=CC"
O 2.410635 -1.263556 -0.607134 -0.71 -0.28 0.72
C 1.608742 -1.530287 0.198792 0.51 0.12 -0.49
C 0.631001 1.523429 -0.016875 -0.12 -0.07 -0.10
C -0.227885 0.824964 -0.755928 0.13 0.12 0.09
C -1.680965 0.632579 -0.436076 -0.04 0.01 0.05
C 0.716320 -1.862259 1.104577 0.09 0.04 -0.06
H 0.318336 2.026368 0.897030 0.01 -0.08 -0.13
H 1.676501 1.618249 -0.298263 -0.17 -0.01 0.02
H -2.316846 1.066974 -1.216724 0.10 -0.07 0.09
H 0.134618 0.338734 -1.662754 -0.05 0.08 0.12
H -1.927358 -0.434794 -0.377808 0.04 0.15 -0.02
H -1.944401 1.101324 0.518057 0.05 -0.05 -0.14
H 0.054137 -1.101859 1.495899 0.11 -0.09 -0.09
H 0.678152 -2.883439 1.459934 0.04 0.11 -0.07

8.
14
Properties=species:S:1:pos:R:3:forces:R:3 method="wB97M-V/def2-TZVPD" gap_ev=9.4 homo_energy_ev=-8.530 multiplicity=1 relative_energy_kcal_mol=100.5 smiles="C=C=CCCO"
C 2.897886 0.052066 -0.703245 0.36 -0.09 -0.09
C 1.672394 -0.071598 -0.272385 -0.25 0.38 -1.26
C 0.489620 0.089286 0.258301 1.10 -0.66 0.28
C -0.846488 -0.445519 -0.307208 0.12 -0.15 0.10
C -2.104810 -0.085195 0.491755 0.19 -0.41 -0.03
O -2.155740 1.297235 0.750479 0.27 0.13 0.16
H 1.322726 -0.054378 1.150201 -2.63 0.47 0.39
H 3.728126 -0.493129 -0.281434 -0.03 -0.39 -0.42
H 3.056379 0.777935 -1.485732 0.31 0.33 0.20
H -0.953085 0.037714 -1.294328 0.30 -0.04 0.36
H -0.820664 -1.522486 -0.516314 0.07 0.09 0.23
H -3.011876 -0.327125 -0.081946 0.36 -0.04 0.07
H -2.138872 -0.679935 1.418426 0.01 0.18 -0.04
H -1.249801 1.541881 0.990292 -0.18 0.20 0.05

9.
14
Properties=species:S:1:pos:R:3:forces:R:3 method="wB97M-V/def2-TZVPD" gap_ev=9.0 homo_energy_ev=-8.269 multiplicity=1 relative_energy_kcal_mol=78.2
C 0.954767 -0.375489 1.378479 -0.02 0.06 -0.11
C -0.395511 -0.298273 0.673158 -0.07 -0.27 -0.15
O -0.952516 1.073122 0.612583 -0.29 0.29 -0.29
C -0.988120 1.559855 -0.621066 0.94 1.24 0.66
C 0.024687 0.725926 -1.399847 -0.31 0.08 0.01
C -0.519312 -0.566981 -0.821966 -0.37 -0.36 -0.09
H 0.852441 -0.086123 2.430988 -0.06 -0.01 -0.24
H 1.713883 0.270205 0.928709 -0.15 -0.10 -0.01
H 1.326505 -1.407161 1.360470 -0.12 0.16 -0.05
H -1.127777 -0.874716 1.243886 0.03 0.16 -0.02
H -1.607351 -0.394085 -0.989651 0.28 -1.00 -0.09
H -0.001943 0.796947 -2.489957 -0.27 0.19 0.28
H 1.014538 1.059937 -1.046332 -0.14 -0.38 -0.11
H -0.281743 -1.530130 -1.258820 0.56 -0.06 0.21

10.
14
Properties=species:S:1:pos:R:3:forces:R:3 method="wB97M-V/def2-TZVPD" gap_ev=10.4 homo_energy_ev=-9.217 multiplicity=1 relative_energy_kcal_mol=35.6 smiles=C1C[C@@H]2C[C@@H]2O1
C -1.298883 0.610461 -0.790735 -0.40 -0.05 -0.23
C -0.493580 0.685696 0.470014 0.43 0.29 -0.12
C 0.085267 -0.582313 1.051065 -0.09 -0.33 -0.06
C 1.157533 -1.008613 0.054255 0.33 -0.07 -0.45
O 0.966018 -0.264766 -1.179773 0.06 -0.09 0.84
C 0.164382 0.850550 -0.900584 0.04 0.42 0.76
H -1.665504 -0.356922 -1.109367 0.00 -0.03 -0.04
H -1.959949 1.445042 -0.992363 -0.01 -0.07 -0.02
H -0.649702 1.517745 1.153163 0.08 -0.06 -0.31
H -0.615911 -1.406269 1.128086 -0.49 0.08 0.21
H 0.504731 -0.400443 2.044911 -0.04 -0.03 -0.18
H 1.097441 -2.059939 -0.218219 -0.04 -0.07 0.05
H 2.142599 -0.845301 0.497071 0.23 0.26 -0.38
H 0.570726 1.808562 -1.219502 -0.11 -0.25 -0.07

11.
14
Properties=species:S:1:pos:R:3:forces:R:3 method="wB97M-V/def2-TZVPD" gap_ev=8.6 homo_energy_ev=-8.394 multiplicity=1 relative_energy_kcal_mol=155.0
O 1.564592 -1.428664 0.248401 0.69 0.60 0.32
C 0.852872 -0.210670 0.412043 -1.25 1.00 -1.83
C -0.052106 1.209884 1.394689 -1.39 -1.09 -0.65
C -0.036977 0.235573 -0.956129 0.22 1.73 0.41
C -1.360782 -0.009890 -0.254996 0.53 -0.66 1.21
C -0.608365 -0.178993 1.115905 0.96 3.00 -1.90
H 2.512858 -1.136835 0.285672 -1.31 -0.86 -0.18
H 1.613618 0.391016 0.977551 -0.72 0.78 -0.72
H 0.422192 1.270334 2.331665 0.51 -0.28 1.94
H 0.199755 -0.529329 -1.602929 0.39 -1.81 -1.73
H -0.169471 1.194379 -1.607746 1.53 -1.21 1.69
H -2.029464 0.846553 -0.246267 -0.07 -0.08 0.04
H -1.872264 -0.895124 -0.629697 -0.08 -0.06 0.16
H -0.937856 -0.859376 1.839261 -0.01 -1.06 1.24

12.
14
Properties=species:S:1:pos:R:3:forces:R:3 method="wB97M-V/def2-TZVPD" gap_ev=10.5 homo_energy_ev=-9.535 multiplicity=1 relative_energy_kcal_mol=47.1 smiles=CC#CCCO
C 0.127524 0.658312 -2.870265 0.01 0.00 -0.03
C 0.096361 0.385575 -1.429515 0.07 -0.04 0.56
C 0.208599 0.215181 -0.238896 0.09 0.17 -0.55
C 0.664586 0.084097 1.155544 0.14 0.03 -0.08
C -0.325733 -0.507974 2.167047 0.10 0.18 0.18
O -1.067504 -1.590965 1.658715 -0.06 -0.02 -0.10
H -0.696258 0.190369 -3.415672 0.05 0.04 0.16
H 0.094621 1.737194 -3.055634 -0.04 -0.17 0.03
H 1.065606 0.277261 -3.289537 -0.17 0.05 0.05
H 1.571023 -0.530689 1.127056 -0.11 0.03 0.05
H 0.964243 1.083998 1.494012 0.01 -0.18 0.06
H 0.242658 -0.899241 3.016929 -0.10 0.09 -0.11
H -0.986403 0.279117 2.557884 0.01 -0.07 -0.15
H -1.533978 -1.269736 0.878484 -0.01 -0.12 -0.06

13.
14
Properties=species:S:1:pos:R:3:forces:R:3 method="wB97M-V/def2-TZVPD" gap_ev="8.3 / 8.3" homo_energy_ev="-7.864 / -7.865" multiplicity=1 relative_energy_kcal_mol=97.1
C 0.761415 -1.579832 0.724836 0.08 -0.12 -0.03
C 0.247611 -0.319196 0.147450 0.50 -0.25 0.36
C -0.438980 -0.168118 -0.973486 -0.01 -0.18 -0.38
C -0.919027 1.199443 -1.054964 -0.65 -0.56 -0.26
O -0.327651 1.896492 -0.005935 -0.72 -0.17 -0.06
C 0.480401 1.010599 0.793475 -0.22 -0.12 -0.09
H 1.854334 -1.564976 0.705385 0.00 -0.21 0.11
H 0.397414 -2.417857 0.129400 0.16 -0.08 0.15
H 0.435843 -1.705449 1.762147 0.06 -0.05 -0.07
H -0.849221 -0.954074 -1.605561 0.45 0.20 0.10
H -2.494251 0.309463 -1.334362 1.52 2.24 0.90
H -0.906658 1.907057 -1.883754 -0.49 -0.71 -0.27
H 0.207935 1.092545 1.856195 -0.23 -0.15 -0.25
H 1.550836 1.293902 0.739174 -0.45 0.16 -0.21

14.
14
Properties=species:S:1:pos:R:3:forces:R:3 method="wB97M-V/def2-TZVPD" gap_ev="7.9 / 7.9" homo_energy_ev="-7.416 / -7.415" multiplicity=1 relative_energy_kcal_mol=154.4
C -1.358654 0.298207 -0.807449 0.02 0.19 -0.23
C -1.152322 1.559577 -0.161940 -0.01 0.15 -0.04
C -0.739553 0.259107 0.644879 0.21 -0.22 0.39
C 0.587796 -0.049309 0.658858 -0.14 -0.03 -0.09
C 1.888251 -0.248053 0.082355 0.14 0.13 -0.27
O 1.395576 -0.871874 1.321792 -0.18 -0.04 0.09
H -0.629644 0.084118 -1.598381 -0.01 0.01 0.16
H -0.780055 -2.170466 -0.684679 0.10 -0.11 0.05
H -1.970649 2.009307 0.405310 0.15 -0.13 -0.08
H -0.361678 2.275464 -0.410678 -0.07 -0.11 -0.01
H -1.350499 -0.071597 1.478093 0.12 0.11 -0.04
H -0.224660 -2.590278 -0.411821 -0.09 -0.02 -0.07
H 1.998393 -0.947182 -0.743188 -0.03 0.08 0.11
H 2.697694 0.462978 0.226844 -0.20 -0.02 0.04

15.
14
Properties=species:S:1:pos:R:3:forces:R:3 method="wB97M-V/def2-TZVPD" gap_ev=10.8 homo_energy_ev=-9.787 multiplicity=1 relative_energy_kcal_mol=48.8 smiles="CC(=O)C1CC1"
C 2.110815 -0.611243 -0.033831 1.52 1.67 1.11
C 0.761625 0.074485 0.004209 1.98 4.08 -0.25
C -0.485466 -0.604117 0.130276 -1.68 -4.35 -1.84
C -1.576321 0.077831 0.755684 -1.52 -0.50 -0.62
C -1.708239 -0.150854 -0.800701 -0.60 -2.51 3.82
H 2.865829 -0.054388 0.712907 -1.92 -1.35 -1.38
H 2.091077 -1.679725 0.140258 0.03 -0.10 0.03
H 2.566111 -0.365031 -1.003096 -0.22 -0.35 0.07
H -0.579953 -1.736915 0.288429 0.93 1.67 -0.50
H -2.097582 -0.367390 1.595715 -0.33 -0.18 -0.49
H -1.172108 1.007347 0.925526 -0.16 2.57 0.68
H -2.411487 -0.966146 -1.131647 1.09 0.98 0.40
H -1.775551 0.768346 -1.277436 0.64 1.29 -1.13
O 0.737397 1.334661 -0.073060 0.23 -2.92 0.11

16.
14
Properties=species:S:1:pos:R:3:forces:R:3 method="wB97M-V/def2-TZVPD" gap_ev=10.5 homo_energy_ev=-9.525 multiplicity=1 relative_energy_kcal_mol=48.0 smiles=CC#CCCO
C -0.192725 -1.243564 -2.460823 0.02 -0.06 -0.05
C -0.343913 -0.322871 -1.335194 0.10 0.36 0.42
C -0.257500 0.456344 -0.418385 0.07 -0.34 -0.43
C 0.190798 1.302278 0.692303 0.10 0.04 -0.02
C 0.095862 0.591562 2.062289 -0.03 0.35 0.12
O 0.274683 -0.800516 1.984203 -0.12 -0.13 -0.12
H 0.880453 -1.375522 -2.632409 -0.15 -0.06 -0.08
H -0.622113 -2.227082 -2.253952 -0.02 0.14 -0.01
H -0.637264 -0.850586 -3.377868 -0.02 -0.03 0.12
H 1.241166 1.524177 0.469935 -0.11 0.05 0.11
H -0.344797 2.258570 0.725765 0.06 -0.19 0.01
H 0.901831 0.965496 2.701166 -0.19 -0.01 -0.03
H -0.859490 0.843920 2.546690 0.09 -0.09 -0.12
H -0.326992 -1.122206 1.296279 0.20 -0.03 0.09